Below is one molecule with the formula C3H3NO3S, with properties calculated with ωB97M-V/def2-TZVPD.

Results
HOMO: -9.89 eV
energy relative to the best compared isomer or geometry (same formula, charge and spin): 4.482 eV
E_LUMO: -0.76 eV
SMILES string: C=NSC(=O)C(=O)O
E_tot: -794.64552 a.u.

```
11
Properties=species:S:1:pos:R:3:nbo_charge:R:1
C -1.526 -0.556 -0.065 0.671
C -0.656 0.782 -0.002 0.335
C 2.765 -0.963 0.422 -0.074
H 0.105 -1.736 -0.384 0.535
H 3.621 -0.248 0.251 0.171
H 3.178 -2.041 0.781 0.223
N 1.478 -0.575 0.016 -0.688
O -0.966 -1.752 -0.530 -0.685
O -2.779 -0.538 0.486 -0.522
O -1.141 1.821 0.082 -0.457
S 1.146 1.014 -0.199 0.490
```

=====

Below is a 2-piece molecular cluster, C11H16N2O3S overall, with properties calculated with ωB97M-V/def2-TZVPD.

Results
HOMO: -8.96 eV
energy relative to the best compared isomer or geometry (same formula, charge and spin): 3.120 eV
E_LUMO: -0.03 eV
SMILES string: Cc1ccc(S(=O)(=O)N=C=O)cc1.CC(C)N
E_tot: -1162.11113 a.u.

```
33
Properties=species:S:1:pos:R:3:nbo_charge:R:1
C -0.339 5.685 1.577 -0.635
C -0.711 4.375 0.941 0.017
C -1.974 3.824 1.158 -0.215
C -2.364 2.609 0.585 -0.149
C -1.431 1.935 -0.217 -0.373
S -1.911 0.432 -1.038 2.248
N -0.708 -0.950 -0.466 -0.890
C -1.073 -2.060 -0.008 0.878
O -1.612 -3.077 0.319 -0.537
O -3.206 0.001 -0.549 -0.907
O -1.626 0.506 -2.444 -0.883
C -0.175 2.478 -0.503 -0.108
C 0.172 3.686 0.106 -0.222
H 0.681 5.957 1.295 0.219
H -1.018 6.489 1.261 0.230
H -0.383 5.615 2.672 0.229
H -2.688 4.343 1.790 0.219
H -3.363 2.194 0.731 0.253
H 0.508 1.969 -1.185 0.235
H 1.156 4.102 -0.084 0.216
C 2.489 -4.604 0.461 -0.609
C 1.363 -3.919 -0.322 -0.056
C 1.602 -3.967 -1.838 -0.614
N 0.965 -2.604 0.093 -0.822
H 2.507 -5.653 0.117 0.213
H 3.471 -4.152 0.262 0.203
H 2.287 -4.572 1.540 0.209
H 0.450 -4.528 -0.120 0.183
H 1.681 -5.025 -2.135 0.218
H 0.765 -3.494 -2.373 0.219
H 2.527 -3.451 -2.130 0.204
H 1.039 -1.787 -0.590 0.432
H 0.920 -2.356 1.094 0.396
```

=====

Below is one molecule with the formula C3H3N3O, with properties calculated with ωB97M-V/def2-TZVPD.

Results
HOMO: -9.76 eV
energy relative to the best compared isomer or geometry (same formula, charge and spin): 1.126 eV
E_LUMO: 0.43 eV
SMILES string: O=c1cn[nH]cn1
E_tot: -355.59851 a.u.

```
10
Properties=species:S:1:pos:R:3:nbo_charge:R:1
O 2.301 -0.099 -1.077 -0.536
C 1.140 -0.024 -0.742 0.568
C 0.585 1.179 -0.072 -0.049
N -0.388 1.110 0.769 -0.189
N -0.975 -0.108 0.854 -0.401
C -0.764 -1.070 -0.080 0.274
N 0.210 -1.057 -0.923 -0.491
H -1.671 -0.203 1.575 0.410
H 1.060 2.146 -0.207 0.218
H -1.499 -1.875 -0.097 0.195
```

=====

Below is C27H51BiN2O3SbSe3Te as an isolated structure, with properties calculated with ωB97M-V/def2-TZVPD.

Results
HOMO: -9.73 eV
energy relative to the best compared isomer or geometry (same formula, charge and spin): 0.036 eV
E_LUMO: -3.04 eV
charge: +1
E_tot: -9321.65110 a.u.

```
89
Properties=species:S:1:pos:R:3:mulliken_charge:R:1
Bi -1.389 -0.242 1.748 1.188
C -0.677 -3.272 5.632 -1.569
C -1.076 -3.347 4.183 0.545
C -2.392 -3.638 3.826 -0.487
C -2.788 -3.678 2.496 -0.589
C -1.867 -3.424 1.487 -0.044
C -0.545 -3.135 1.827 -0.902
C -0.157 -3.106 3.166 -0.060
H -1.242 -2.485 6.136 0.267
H 0.384 -3.054 5.740 0.329
H -0.894 -4.212 6.142 0.434
H -3.115 -3.845 4.608 0.408
H -3.815 -3.912 2.246 0.431
H -2.163 -3.472 0.446 0.471
H 0.199 -2.984 1.052 0.312
H 0.878 -2.908 3.416 0.548
C -2.107 2.037 -2.334 -1.215
N -1.536 2.915 -1.315 0.457
C -1.704 4.350 -1.556 -1.157
C -0.932 2.396 -0.246 0.949
O -0.699 1.175 -0.163 0.255
C -0.495 3.317 0.888 -1.370
O -0.990 2.874 2.136 0.020
C -2.232 3.384 2.534 -1.104
C -3.369 2.512 2.028 1.067
O -3.116 1.593 1.232 -0.763
N -4.592 2.772 2.478 0.277
C -5.719 1.913 2.122 -1.095
C -4.845 3.826 3.460 -1.037
H -1.589 2.171 -3.284 0.399
H -2.012 1.004 -2.018 0.251
H -3.160 2.287 -2.467 0.420
H -1.858 4.495 -2.622 0.374
H -2.573 4.749 -1.029 0.299
H -0.817 4.912 -1.275 0.430
H 0.592 3.251 0.948 0.153
H -0.779 4.355 0.725 0.617
H -2.233 3.383 3.625 0.255
H -2.369 4.419 2.199 0.398
H -5.381 1.144 1.438 0.324
H -6.120 1.447 3.022 0.375
H -6.500 2.505 1.645 0.354
H -4.475 3.545 4.447 0.316
H -4.388 4.769 3.162 0.341
H -5.918 3.980 3.527 0.367
Se 1.076 0.395 2.306 -0.034
Se 1.297 -0.085 4.578 -0.274
Te -0.581 1.272 5.492 -0.025
Se -2.387 0.067 4.170 -0.533
C 2.500 2.231 -2.273 -1.362
C 2.462 0.928 -3.074 1.821
C 3.821 0.665 -3.715 -1.705
C 1.398 1.063 -4.161 -1.815
Sb 1.769 -0.638 -1.667 0.533
C 3.652 -1.315 -0.688 1.674
C 4.616 -2.073 -1.601 -1.749
C 3.249 -2.232 0.469 -1.388
C 4.338 -0.072 -0.121 -1.658
C 1.288 -2.345 -2.998 1.654
C 1.283 -3.605 -2.133 -1.798
C 2.214 -2.546 -4.194 -1.680
C -0.143 -2.088 -3.477 -1.603
H 2.708 3.074 -2.944 0.490
H 3.272 2.223 -1.500 0.292
H 1.539 2.422 -1.783 -0.010
H 4.071 1.484 -4.402 0.516
H 3.827 -0.262 -4.290 0.273
H 4.619 0.609 -2.975 0.305
H 1.635 1.921 -4.803 0.547
H 0.407 1.229 -3.730 0.124
H 1.343 0.183 -4.801 0.269
H 4.186 -3.006 -1.963 0.298
H 5.519 -2.332 -1.033 0.547
H 4.928 -1.485 -2.464 0.252
H 2.735 -3.131 0.123 0.280
H 2.605 -1.720 1.185 -0.013
H 4.150 -2.553 1.008 0.515
H 4.631 0.631 -0.900 0.323
H 5.250 -0.367 0.413 0.500
H 3.693 0.453 0.589 0.158
H 2.287 -3.901 -1.831 0.298
H 0.850 -4.439 -2.698 0.558
H 0.679 -3.474 -1.229 0.177
H 3.258 -2.637 -3.897 0.218
H 2.133 -1.735 -4.918 0.279
H 1.938 -3.472 -4.716 0.529
H -0.829 -1.962 -2.634 0.197
H -0.496 -2.941 -4.071 0.465
H -0.214 -1.197 -4.104 0.317
```